Entry i
ORCA calculation (the ωB97M-V functional and the def2-TZVPD basis) on an isolated molecule of C3H2F2O2.

Calculated values
E_HOMO: -10.559 eV
SMILES string: O=C1O[C@H](F)[C@H]1F
Kohn-Sham gap: 11.3324 eV

Last columns: bonded neighbours and bond lengths (Å).
Cartesian coordinates (Å):
1 F 1.33323 1.44306 -0.33484  C7 1.355
2 F -0.84751 -0.91081 -1.54379  C6 1.346
3 O 0.65541 -0.08613 1.19966  C5 1.331, C7 1.417
4 O -1.44816 -0.64615 1.93646  C5 1.196
5 C -0.64671 -0.34249 1.10190  O3 1.331, O4 1.196, C6 1.810
6 C -0.52270 0.05081 -0.65998  F2 1.346, C5 1.810, C7 1.539, H8 1.024
7 C 0.93099 0.16027 -0.16801  F1 1.355, O3 1.417, C6 1.539, H9 1.013
8 H -1.00048 0.89041 -1.00069  C6 1.024
9 H 1.54594 -0.55897 -0.53071  C7 1.013


Entry ii
ORCA calculation (the ωB97M-V functional and the def2-TZVPD basis) on an isolated molecule of C3H2F2O2.

Calculated values
E_HOMO: -9.138 eV
SMILES string: FC1=C(F)OOC1
Kohn-Sham gap: 9.7327 eV

Last columns: bonded neighbours and bond lengths (Å).
Cartesian coordinates (Å):
1 F -0.45068 2.09257 -1.52881  C7 1.325
2 F -1.69995 -0.60675 -0.85800  C6 1.305
3 O 1.24853 1.14285 0.04908  O4 1.408, C7 1.552
4 O 1.35437 -0.12524 0.65212  O3 1.408, C5 1.406
5 C 0.12983 -0.81597 0.61618  O4 1.406, C6 1.477, H8 1.209, H9 1.071
6 C -0.67712 -0.00333 -0.31663  F2 1.305, C5 1.477, C7 1.326
7 C -0.05436 1.06662 -0.79037  F1 1.325, O3 1.552, C6 1.326
8 H -0.17364 -0.90477 1.78308  C5 1.209
9 H 0.32302 -1.84598 0.39335  C5 1.071


Most stable of them? entry i.


Entry i
ORCA calculation (the ωB97M-V functional and the def2-TZVPD basis) on a cluster of 7 separate species, C7H28N14O7 in total.

Calculated values
E_HOMO: -9.111 eV
SMILES string: NC(N)=O.NC(N)=O.NC(N)=O.NC(N)=O.NC(N)=O.NC(N)=O.NC(N)=O
Kohn-Sham gap: 9.3502 eV

Last columns: bonded neighbours and bond lengths (Å).
Cartesian coordinates (Å):
1 O 5.88952 5.87079 -2.43258  C24 1.281
2 O 2.53092 5.65205 2.27186  C27 1.261
3 O -5.89387 4.01296 -5.00556  C26 1.260
4 O 0.41478 -8.03075 2.26687  C28 1.180
5 O -3.93107 -3.20919 -1.21960  C22 1.182
6 O 0.50115 -1.57181 4.88242  C23 1.192
7 O 0.25612 -0.53981 -2.92459  C25 1.189
8 N 4.19557 5.40898 -3.87440  C24 1.332, H32 1.010, H33 1.010
9 N 1.30738 -1.03045 -1.11342  C25 1.255, H46 1.010, H53 1.010
10 N 1.62404 -9.67659 1.58021  C28 1.321, H34 1.010, H45 1.010
11 N -1.63589 -1.35073 5.20689  C23 1.236, H29 1.010, H47 1.010
12 N 0.57847 0.98510 -1.36104  C25 1.324, H49 1.010, H56 1.010
13 N 2.53970 -7.65061 1.90357  C28 1.323, H48 1.010, H50 1.010
14 N -3.69251 -4.83650 0.23390  C22 1.320, H35 1.010, H42 1.010
15 N 1.86915 6.35370 4.36696  C27 1.292, H43 1.010, H51 1.010
16 N -6.48968 1.79681 -4.85396  C26 1.308, H30 1.010, H31 1.010
17 N 5.85959 4.03227 -3.77555  C24 1.268, H39 1.010, H54 1.010
18 N -2.41681 -4.78911 -1.63481  C22 1.365, H52 1.010, H55 1.010
19 N -4.60440 2.39167 -4.02752  C26 1.334, H40 1.010, H41 1.010
20 N 1.65517 7.59784 2.64970  C27 1.266, H36 1.010, H38 1.010
21 N -0.54450 0.35835 4.95908  C23 1.287, H37 1.010, H44 1.010
22 C -3.43809 -4.23942 -0.91515  O5 1.182, N14 1.320, N18 1.365
23 C -0.49373 -0.92660 5.00068  O6 1.192, N11 1.236, N21 1.287
24 C 5.38728 5.12882 -3.34862  O1 1.281, N8 1.332, N17 1.268
25 C 0.65839 -0.24438 -1.84541  O7 1.189, N9 1.255, N12 1.324
26 C -5.67411 2.80912 -4.70557  O3 1.260, N16 1.308, N19 1.334
27 C 2.04537 6.47763 3.09269  O2 1.261, N15 1.292, N20 1.266
28 C 1.44573 -8.38999 1.81920  O4 1.180, N10 1.321, N13 1.323
29 H -1.79034 -2.32536 5.42217  N11 1.010
30 H -6.19497 0.93259 -4.42223  N16 1.010
31 H -7.37122 1.92628 -5.32957  N16 1.010
32 H 3.60612 4.59748 -3.99321  N8 1.010
33 H 3.80330 6.32912 -3.73456  N8 1.010
34 H 2.52139 -10.10998 1.74465  N10 1.010
35 H -3.25740 -5.67164 0.59905  N14 1.010
36 H 1.06238 8.19104 3.21257  N20 1.010
37 H 0.39153 0.73617 4.99384  N21 1.010
38 H 1.90919 7.79670 1.69261  N20 1.010
39 H 6.63494 3.55310 -3.34039  N17 1.010
40 H -4.28520 1.43399 -3.99498  N19 1.010
41 H -3.97842 3.15978 -3.83196  N19 1.010
42 H -4.55090 -4.53292 0.67107  N14 1.010
43 H 1.27817 6.96436 4.91280  N15 1.010
44 H -1.47459 0.75136 4.93544  N21 1.010
45 H 0.91770 -10.28760 1.19569  N10 1.010
46 H 1.01820 -1.99601 -1.17801  N9 1.010
47 H -2.28477 -0.61490 5.44691  N11 1.010
48 H 3.42060 -8.08414 1.66659  N13 1.010
49 H 1.11558 1.21450 -0.53704  N12 1.010
50 H 2.46019 -6.70662 2.25381  N13 1.010
51 H 2.32590 5.55850 4.79022  N15 1.010
52 H -1.88734 -5.60423 -1.36037  N18 1.010
53 H 1.62604 -0.73024 -0.20325  N9 1.010
54 H 5.31321 3.63435 -4.52603  N17 1.010
55 H -2.30558 -4.19346 -2.44286  N18 1.010
56 H 0.03263 1.68761 -1.83922  N12 1.010


Entry ii
ORCA calculation (the ωB97M-V functional and the def2-TZVPD basis) on a cluster of 7 separate species, C7H28N14O7 in total.

Calculated values
E_HOMO: -9.267 eV
SMILES string: NC(N)=O.NC(N)=O.NC(N)=O.NC(N)=O.NC(N)=O.NC(N)=O.NC(N)=O
Kohn-Sham gap: 9.2527 eV

Last columns: bonded neighbours and bond lengths (Å).
Cartesian coordinates (Å):
1 O 27.04443 -4.36076 4.55402  C24 1.268
2 O 25.03989 -4.83809 1.11318  C26 1.262
3 O 29.23152 -4.53484 -2.14501  C28 1.242
4 O 25.03289 -2.11694 -3.03197  C27 1.198
5 O 32.47611 -6.76082 0.69485  C22 1.237
6 O 33.40384 -3.86146 -3.84953  C25 1.170
7 O 29.47736 -8.48758 -4.97556  C23 1.208
8 N 29.76375 -5.34166 -0.12627  C28 1.325, H51 1.010, H53 1.010
9 N 31.38108 -4.75583 -1.43089  C28 1.294, H46 1.010, H54 1.010
10 N 24.92215 -5.61685 -1.03954  C26 1.308, H50 1.010, H55 1.010
11 N 29.97407 -6.34596 -4.69616  C23 1.245, H48 1.010, H52 1.010
12 N 31.57284 -3.11224 -4.84754  C25 1.343, H29 1.010, H49 1.010
13 N 26.13275 -3.90315 -3.94774  C27 1.297, H35 1.010, H43 1.010
14 N 28.13201 -5.78365 3.15883  C24 1.326, H31 1.010, H38 1.010
15 N 29.51364 -7.43941 -3.07417  C23 1.259, H40 1.010, H45 1.010
16 N 33.67881 -2.47427 -5.42655  C25 1.304, H32 1.010, H37 1.010
17 N 33.32531 -8.70050 0.03165  C22 1.333, H42 1.010, H47 1.010
18 N 33.57131 -6.79836 -1.12506  C22 1.237, H33 1.010, H39 1.010
19 N 26.82930 -5.59980 0.05259  C26 1.306, H34 1.010, H44 1.010
20 N 26.34637 -6.46888 4.09227  C24 1.263, H30 1.010, H36 1.010
21 N 26.97752 -2.87522 -2.40800  C27 1.288, H41 1.010, H56 1.010
22 C 33.18770 -7.38181 -0.10406  O5 1.237, N17 1.333, N18 1.237
23 C 29.70757 -7.50120 -4.31678  O7 1.208, N11 1.245, N15 1.259
24 C 27.14927 -5.49784 4.00244  O1 1.268, N14 1.326, N20 1.263
25 C 32.90166 -3.20724 -4.67952  O6 1.170, N12 1.343, N16 1.304
26 C 25.55602 -5.31015 0.06250  O2 1.262, N10 1.308, N19 1.306
27 C 25.90369 -2.93490 -3.11633  O4 1.198, N13 1.297, N21 1.288
28 C 30.09522 -4.82472 -1.30078  O3 1.242, N8 1.325, N9 1.294
29 H 31.17412 -2.89490 -5.74970  N12 1.010
30 H 26.31505 -7.22394 3.42221  N20 1.010
31 H 28.84701 -5.11715 2.90457  N14 1.010
32 H 34.63309 -2.68630 -5.68047  N16 1.010
33 H 33.39176 -5.82288 -1.31559  N18 1.010
34 H 27.07446 -6.34274 -0.58619  N19 1.010
35 H 25.60663 -4.06239 -4.79506  N13 1.010
36 H 25.38687 -6.33421 4.37745  N20 1.010
37 H 33.11654 -1.78016 -5.89788  N16 1.010
38 H 28.32084 -6.76918 3.04406  N14 1.010
39 H 34.16868 -7.33840 -1.73465  N18 1.010
40 H 29.40822 -8.36169 -2.67619  N15 1.010
41 H 27.84774 -3.38435 -2.46803  N21 1.010
42 H 33.01340 -9.24491 0.82312  N17 1.010
43 H 26.92742 -4.48844 -3.73319  N13 1.010
44 H 27.46258 -5.15847 0.70397  N19 1.010
45 H 29.58995 -6.52840 -2.64481  N15 1.010
46 H 31.81617 -4.34040 -2.24220  N9 1.010
47 H 34.05343 -9.17227 -0.48544  N17 1.010
48 H 30.04489 -6.14851 -5.68414  N11 1.010
49 H 31.02739 -3.35019 -4.03147  N12 1.010
50 H 23.96421 -5.30421 -0.97089  N10 1.010
51 H 30.50382 -5.88803 0.29071  N8 1.010
52 H 29.54566 -5.53198 -4.27903  N11 1.010
53 H 28.78849 -5.43795 0.11804  N8 1.010
54 H 31.83094 -5.26107 -0.68091  N9 1.010
55 H 25.49713 -5.83191 -1.84158  N10 1.010
56 H 27.00318 -2.19996 -1.65737  N21 1.010


Most stable of them? entry ii.


Entry i
ORCA calculation (the ωB97M-V functional and the def2-TZVPD basis) on an isolated molecule of C21H22N2O5.

Calculated values
E_HOMO: -8.413 eV
SMILES string: COc1ccc(C(=O)N2CC(=O)N(CCc3ccccc3)C(=O)C2)cc1OC
Kohn-Sham gap: 8.9803 eV

Last columns: bonded neighbours and bond lengths (Å).
Cartesian coordinates (Å):
1 O 0.94686 -2.21483 0.29650  C19 1.206
2 O -0.89402 2.46098 -1.72600  C10 1.214
3 O -5.94329 -0.41796 0.85315  C17 1.406, C25 1.370
4 O 3.26190 0.92495 -1.98652  C14 1.204
5 O -5.02127 -0.62515 -1.88037  C21 1.411, C23 1.358
6 N 0.18840 1.21078 -0.19742  C10 1.368, C11 1.440, C26 1.434
7 N 2.05992 -0.66136 -0.90801  C14 1.388, C18 1.461, C19 1.377
8 C -2.22854 1.06256 -0.34655  C9 1.388, C10 1.490, C16 1.386
9 C -2.63098 1.20193 0.97441  C8 1.388, C27 1.383, H33 1.079
10 C -0.94316 1.63403 -0.83895  O2 1.214, N6 1.368, C8 1.490
11 C 1.46961 1.71212 -0.62180  N6 1.440, C14 1.514, H39 1.099, H43 1.094
12 C 5.88250 1.34533 1.10442  C15 1.384, C24 1.385, H38 1.080
13 C 4.67595 -0.96889 0.13485  C20 1.388, C22 1.389, C28 1.503
14 C 2.35225 0.65214 -1.24677  O4 1.204, N7 1.388, C11 1.514
15 C 4.82036 0.77875 1.78716  C12 1.384, C22 1.384, H49 1.081
16 C -3.08951 0.46004 -1.25021  C8 1.386, C23 1.392, H45 1.078
17 C -6.36445 -0.26591 2.18598  O3 1.406, H46 1.089, H48 1.095, H50 1.095
18 C 2.91642 -1.70786 -1.46222  N7 1.461, C28 1.536, H32 1.090, H35 1.091
19 C 1.10768 -1.05510 0.00551  O1 1.206, N7 1.377, C26 1.522
20 C 5.74605 -0.39615 -0.53924  C13 1.388, C24 1.383, H47 1.080
21 C -6.35231 -1.06342 -1.71931  O5 1.411, H31 1.092, H37 1.092, H40 1.090
22 C 4.22184 -0.37157 1.30379  C13 1.389, C15 1.384, H34 1.082
23 C -4.32936 -0.04261 -0.86742  O5 1.358, C16 1.392, C25 1.410
24 C 6.34679 0.75212 -0.05720  C12 1.385, C20 1.383, H29 1.080
25 C -4.72571 0.08750 0.47993  O3 1.370, C23 1.410, C27 1.390
26 C 0.28864 0.05580 0.64709  N6 1.434, C19 1.522, H30 1.091, H42 1.100
27 C -3.86626 0.72201 1.36996  C9 1.383, C25 1.390, H41 1.078
28 C 3.96004 -2.16294 -0.43047  C13 1.503, C18 1.536, H36 1.091, H44 1.091
29 H 7.17599 1.18999 -0.59235  C24 1.080
30 H -0.69781 -0.34750 0.88030  C26 1.091
31 H -7.00925 -0.25148 -1.40111  C21 1.092
32 H 3.40703 -1.28193 -2.33798  C18 1.090
33 H -1.99795 1.70186 1.69164  C9 1.079
34 H 3.39577 -0.81772 1.84246  C22 1.082
35 H 2.28247 -2.54781 -1.75175  C18 1.091
36 H 4.66056 -2.83427 -0.92829  C28 1.091
37 H -6.42502 -1.88854 -1.00821  C21 1.092
38 H 6.34763 2.24558 1.47785  C12 1.080
39 H 2.01652 2.13661 0.23182  C11 1.099
40 H -6.65544 -1.40809 -2.70788  C21 1.090
41 H -4.15873 0.84658 2.39989  C27 1.078
42 H 0.78374 0.32572 1.59209  C26 1.100
43 H 1.30342 2.50459 -1.35757  C11 1.094
44 H 3.45373 -2.71180 0.36486  C28 1.091
45 H -2.80926 0.36519 -2.28707  C16 1.078
46 H -7.35039 -0.72649 2.23042  C17 1.089
47 H 6.10492 -0.84981 -1.45123  C20 1.080
48 H -5.69510 -0.78035 2.88290  C17 1.095
49 H 4.45719 1.23346 2.69819  C15 1.081
50 H -6.44641 0.78889 2.46671  C17 1.095


Entry ii
ORCA calculation (the ωB97M-V functional and the def2-TZVPD basis) on an isolated molecule of C21H22N2O5.

Calculated values
E_HOMO: -8.095 eV
SMILES string: CCCOC(=O)c1ccc(Oc2cn[nH]c2-c2ccc(OCC)cc2O)cc1
Kohn-Sham gap: 7.6606 eV

Last columns: bonded neighbours and bond lengths (Å).
Cartesian coordinates (Å):
1 O 3.52246 -0.35687 -1.87681  C23 1.449
2 O -1.21596 -4.11860 -0.36819  C12 1.612, C21 1.401
3 O -1.23019 2.38613 1.27029  C10 1.226, C22 1.418
4 O -3.96669 -0.43174 -1.97830  C28 1.516, H45 1.121
5 O 4.32027 -0.09310 0.35189  C19 1.575, C23 1.289
6 N -4.29395 1.76938 -0.33166  N7 1.269, C16 1.402, H49 1.004
7 N -4.48416 3.02250 -0.39160  N6 1.269, C13 1.432
8 C 2.15164 0.78220 -0.24533  C20 1.450, C23 1.462, C26 1.264
9 C -1.68073 -0.57930 0.95294  C11 1.553, C17 1.661, H29 1.038
10 C -0.25416 2.06772 0.60072  O3 1.226, C25 1.531, C27 1.504
11 C -1.24510 -2.06868 0.89986  C9 1.553, C12 1.230, H31 1.141
12 C -1.60211 -2.56706 -0.16671  O2 1.612, C11 1.230, C14 1.336
13 C -3.47470 3.56836 0.46559  N7 1.432, C22 1.557, H34 1.089
14 C -2.64376 -2.29953 -0.95862  C12 1.336, C28 1.339, H36 1.082
15 C 6.95520 1.53872 0.16246  C18 1.562, H35 0.957, H38 1.238, H42 0.940
16 C -2.98658 1.38341 -0.00351  N6 1.402, C17 1.379, C22 1.273
17 C -2.65774 0.06263 -0.22728  C9 1.661, C16 1.379, C28 1.348
18 C 6.67544 0.35054 -0.81219  C15 1.562, C19 1.450, H40 1.062, H43 1.124
19 C 5.76138 -0.52891 -0.10941  O5 1.575, C18 1.450, H46 1.061, H47 1.217
20 C 2.13844 1.19901 1.14301  C8 1.450, C27 1.584, H41 0.923
21 C -0.29528 -4.63618 0.55174  O2 1.401, C24 1.454, H37 1.216, H50 0.867
22 C -2.50112 2.36670 0.64268  O3 1.418, C13 1.557, C16 1.273
23 C 3.33042 -0.05237 -0.47344  O1 1.449, O5 1.289, C8 1.462
24 C -0.87785 -4.89101 1.85886  C21 1.454, H30 1.242, H32 0.853, H33 1.290
25 C -0.01189 1.33880 -0.72394  C10 1.531, C26 1.241, H48 1.055
26 C 1.15379 1.00503 -0.98860  C8 1.264, C25 1.241, H44 1.268
27 C 0.87710 2.04576 1.59227  C10 1.504, C20 1.584, H39 1.020
28 C -3.03971 -1.02044 -0.93241  O4 1.516, C14 1.339, C17 1.348
29 H -1.56712 -0.01058 1.81343  C9 1.038
30 H -1.70352 -5.77784 1.58416  C24 1.242
31 H -0.69857 -2.12812 1.89964  C11 1.141
32 H -1.35902 -4.27955 2.20829  C24 0.853
33 H -0.17326 -5.55142 2.71470  C24 1.290
34 H -3.24831 4.62347 0.61005  C13 1.089
35 H 7.32219 1.26179 1.00214  C15 0.957
36 H -2.83584 -2.89170 -1.84317  C14 1.082
37 H 0.61921 -3.93585 0.94197  C21 1.216
38 H 7.55680 2.33082 -0.57429  C15 1.238
39 H 0.78454 2.08090 2.60699  C27 1.020
40 H 6.09174 0.60773 -1.66096  C18 1.062
41 H 2.82722 1.19909 1.75736  C20 0.923
42 H 6.14411 1.91485 0.45277  C15 0.940
43 H 7.57185 -0.24614 -1.13496  C18 1.124
44 H 1.22393 0.53862 -2.16513  C26 1.268
45 H -4.13675 -1.25156 -2.72344  O4 1.121
46 H 6.08034 -1.13687 0.69945  C19 1.061
47 H 5.44020 -1.50973 -0.75476  C19 1.217
48 H -0.92465 1.61575 -1.17533  C25 1.055
49 H -5.01023 1.21253 -0.76108  N6 1.004
50 H 0.05424 -5.27425 0.08074  C21 0.867


Most stable of them? entry i.